[1]
{"formula": "C12H17N", "method": "the ωB97M-V functional and the def2-TZVPD basis", "smiles": "Cc1c[nH]c2ccccc12.CCC", "charge": 0, "e_tot_ev": -14208.784, "orbital_gap_ev": 8.870, "homo_energy_ev": -7.931, "relative_energy_kj_mol": 149.8, "elements": ["C", "C", "C", "H", "H", "H", "H", "H", "H", "H", "H", "C", "C", "C", "C", "C", "C", "C", "C", "C", "N", "H", "H", "H", "H", "H", "H", "H", "H", "H"], "positions_angstrom": [[0.68772, 2.51757, 0.38453], [-0.70067, 3.17820, 0.34689], [0.71495, 1.40501, 1.46735], [0.76253, 1.84735, -0.51180], [1.55299, 3.17688, 0.37982], [-1.30093, 2.39434, 0.83466], [-0.14486, 0.78278, 1.24469], [1.57919, 0.76391, 1.19569], [0.83894, 1.70049, 2.52005], [-0.89284, 4.17061, 0.77832], [-1.25489, 3.17891, -0.59070], [2.23330, -2.56805, 0.24448], [0.06550, -1.41741, -0.61046], [0.79820, -2.21959, 0.41299], [-1.21762, -1.22736, -0.07770], [-0.14729, -2.56002, 1.32719], [-0.45594, 0.03797, -2.40800], [-1.71008, 0.31508, -1.83156], [0.44651, -0.76045, -1.75125], [-2.16131, -0.44481, -0.70377], [-1.42724, -2.17402, 0.93500], [-0.23484, 0.60792, -3.31839], [-2.20843, 1.16560, -2.22840], [1.54813, -0.76467, -1.90795], [-3.14693, -0.19952, -0.32436], [2.81368, -2.62064, 1.15055], [2.73306, -1.82730, -0.38497], [0.02548, -3.02430, 2.28404], [-2.16605, -2.03444, 1.60456], [2.36973, -3.40004, -0.46148]], "atomic_forces_ev_per_a": [[-0.54, -1.22, -0.73], [-0.99, -0.78, 0.21], [1.58, 0.10, -0.68], [0.05, 1.05, 0.24], [-0.08, 0.12, 0.17], [-0.32, 0.77, 0.52], [-0.25, -0.09, 0.61], [-0.26, 0.19, 0.49], [-0.44, 0.03, -0.37], [0.50, -0.44, 0.29], [0.77, 0.26, -0.71], [0.24, 0.34, -1.19], [0.16, -0.31, 2.26], [-1.05, 0.62, -1.20], [-1.49, -1.98, -1.14], [0.76, -0.48, 0.09], [-0.75, 1.31, -0.19], [0.75, -1.96, 1.07], [1.98, -0.09, 0.12], [0.34, 2.43, -1.48], [0.80, 1.48, 0.41], [0.38, -0.29, 0.47], [-1.00, 0.17, -0.29], [-0.97, -0.11, -0.82], [0.07, -0.35, 0.27], [0.07, -0.51, 0.30], [-0.10, 0.64, 0.38], [-0.17, -0.35, -0.05], [0.09, -0.02, 0.11], [-0.15, -0.55, 0.84]]}


[2]
{"formula": "C12H17N", "method": "the ωB97M-V functional and the def2-TZVPD basis", "smiles": "Cc1c[nH]c2ccccc12.CCC", "charge": 0, "e_tot_ev": -14209.800, "orbital_gap_ev": 8.743, "homo_energy_ev": -7.835, "relative_energy_kj_mol": 51.8, "elements": ["C", "C", "C", "C", "C", "C", "C", "C", "C", "N", "H", "H", "H", "H", "H", "H", "H", "H", "H", "C", "C", "C", "H", "H", "H", "H", "H", "H", "H", "H"], "positions_angstrom": [[-2.06832, -1.54457, 4.03531], [-2.14790, -2.04557, 1.53208], [-1.53239, -1.52840, 2.62532], [-0.29997, -1.06242, 0.75122], [-0.32354, -0.90161, 2.14835], [0.83129, -0.72142, 0.00268], [0.85549, -0.53582, 2.81785], [1.99776, -0.44048, 0.67257], [2.00238, -0.33065, 2.08086], [-1.41950, -1.76588, 0.39270], [-3.13023, -2.49702, 1.46400], [-1.53315, -2.18436, -0.51508], [-1.77096, -2.47789, 4.51381], [-3.15115, -1.48110, 4.04673], [0.83881, -0.87270, -1.07309], [0.88357, -0.36650, 3.89021], [2.90049, -0.10761, 0.18230], [2.90878, -0.01710, 2.58017], [-1.64477, -0.70459, 4.58025], [0.18797, 2.46471, -3.55328], [-0.27934, 1.01890, -3.65094], [1.53303, 2.56644, -2.82772], [0.36175, 2.77043, -4.58762], [-0.55362, 3.16187, -3.17119], [-1.08481, 0.82966, -4.36104], [-0.59655, 0.60735, -2.69026], [1.67314, 1.74340, -2.12077], [2.38709, 2.53683, -3.50537], [0.55672, 0.41112, -4.02140], [1.61794, 3.47497, -2.23865]], "atomic_forces_ev_per_a": [[0.61, -0.22, -0.59], [-0.44, 0.15, -0.13], [-0.49, 0.42, 0.08], [0.57, -0.24, 0.38], [0.18, -0.83, 0.34], [0.21, -0.88, -0.57], [0.17, 0.55, -0.14], [-0.22, 1.00, 0.76], [-0.28, 0.17, -0.04], [0.00, 0.31, -0.36], [0.24, -0.12, -0.02], [-0.21, 0.08, 0.15], [-0.02, 0.07, 0.28], [-0.12, 0.05, 0.04], [-0.04, 0.19, 0.02], [-0.12, -0.24, -0.05], [0.01, -0.35, -0.42], [0.06, -0.08, 0.02], [-0.10, -0.01, 0.22], [0.48, -0.20, -0.92], [0.04, -0.46, 0.03], [0.03, -0.06, 0.50], [-0.09, 0.29, -0.03], [-0.13, -0.20, 0.30], [-0.16, 0.35, 0.01], [0.09, 0.06, 0.07], [-0.12, 0.00, 0.00], [-0.11, -0.02, -0.11], [-0.05, 0.03, 0.20], [0.02, 0.21, -0.02]]}


[3]
{"formula": "C12H17N", "method": "the ωB97M-V functional and the def2-TZVPD basis", "charge": 1, "e_tot_ev": -14202.596, "multiplicity": 2, "orbital_gap_ev": [9.302, 6.737], "homo_energy_ev": [-12.895, -13.560], "relative_energy_kj_mol": 18.1, "elements": ["C", "C", "C", "C", "C", "C", "C", "C", "C", "N", "H", "H", "H", "H", "H", "H", "H", "H", "H", "C", "C", "C", "H", "H", "H", "H", "H", "H", "H", "H"], "positions_angstrom": [[3.48558, 2.33187, -1.71714], [0.92810, -0.13701, -0.57312], [1.77126, 0.36105, -1.58594], [2.48899, 1.44075, -1.04824], [2.03337, 1.58520, 0.29241], [0.05722, -1.16413, -0.79584], [0.08369, -1.73907, -2.08118], [0.87144, -1.26087, -3.11907], [1.74217, -0.20778, -2.86474], [1.12128, 0.67576, 0.55619], [-0.65182, -1.50811, -0.05915], [-0.62018, -2.53877, -2.26877], [0.73471, 0.50574, 1.47616], [0.82075, -1.67833, -4.12000], [2.31364, 2.33430, 1.01469], [2.35797, 0.15648, -3.67194], [4.22173, 1.71433, -2.23014], [3.93254, 3.02666, -1.01756], [2.97076, 2.88268, -2.50261], [-2.35476, -0.79032, 2.01986], [-2.10778, -0.67749, 3.53001], [-3.76930, -0.40967, 1.53794], [-1.62636, -0.18990, 1.46141], [-2.18997, -1.82094, 1.68897], [-1.47366, 0.16600, 3.81559], [-3.70313, 0.26424, 0.68307], [-4.33048, -1.29589, 1.26331], [-1.71597, -1.59915, 3.94258], [-3.04979, -0.54081, 4.06260], [-4.34202, 0.11317, 2.31064]], "atomic_forces_ev_per_a": [[-0.67, -0.64, -0.01], [-0.31, -0.12, -0.26], [0.16, -0.10, -0.04], [0.44, 0.68, -0.15], [0.13, 0.35, -0.05], [0.14, -0.04, -0.11], [-0.63, -0.08, -0.06], [0.35, 0.26, 0.25], [-0.18, -0.27, -0.39], [-0.11, -0.41, 0.48], [0.07, -0.09, 0.10], [0.08, -0.09, -0.07], [-0.15, 0.04, -0.14], [-0.05, -0.07, 0.26], [0.13, -0.03, 0.08], [0.17, 0.20, 0.03], [0.26, 0.11, 0.13], [0.20, 0.03, -0.02], [-0.02, 0.24, -0.07], [-0.09, -0.15, -0.25], [-0.46, -0.01, 0.13], [0.20, 0.42, 0.24], [-0.02, 0.07, 0.15], [0.17, 0.03, 0.16], [0.03, -0.15, -0.09], [-0.21, -0.14, -0.09], [-0.14, -0.03, -0.11], [0.43, -0.07, 0.04], [-0.07, 0.13, -0.08], [0.15, -0.05, -0.08]]}


[4]
{"formula": "C12H17N", "method": "the ωB97M-V functional and the def2-TZVPD basis", "charge": 1, "e_tot_ev": -14202.003, "multiplicity": 2, "orbital_gap_ev": [8.987, 6.685], "homo_energy_ev": [-12.855, -13.467], "relative_energy_kj_mol": 75.3, "elements": ["C", "C", "H", "H", "H", "H", "H", "H", "C", "C", "C", "C", "C", "C", "C", "C", "C", "C", "N", "H", "H", "H", "H", "H", "H", "H", "H", "H", "H", "H"], "positions_angstrom": [[-2.89680, -2.76593, -0.25000], [-2.23204, -4.03235, 0.23945], [-3.56267, -2.41177, 0.54460], [-2.17995, -1.99193, -0.51091], [-3.64960, -2.87700, -1.03410], [-1.76906, -4.73667, -0.45729], [-2.91325, -4.64547, 0.82914], [-1.39242, -3.78785, 0.89941], [0.08276, 0.15127, -1.76006], [-1.41993, 0.34686, -2.05794], [0.63859, 1.21799, -0.90212], [0.58911, 2.61442, -1.27163], [1.34394, 1.08537, 0.31270], [1.75363, 2.40598, 0.62662], [1.72925, 0.00625, 1.11854], [2.45317, 2.71114, 1.75662], [2.42698, 0.33386, 2.28598], [2.79070, 1.63933, 2.61694], [1.34322, 3.27388, -0.38518], [0.27346, -0.82082, -1.29116], [0.63884, 0.03717, -2.69658], [-1.54724, 1.12935, -2.79590], [-0.06490, 2.93578, -2.06431], [1.44258, 4.27461, -0.24009], [1.29683, -0.97535, 0.98730], [2.62037, 3.66485, 2.24277], [2.69633, -0.44487, 2.98758], [3.19758, 1.72278, 3.61420], [-1.87123, 0.58380, -1.08799], [-1.81824, -0.64470, -2.25661]], "atomic_forces_ev_per_a": [[-1.01, -0.02, 0.20], [0.67, -0.76, 0.53], [0.52, 0.35, 0.24], [-0.06, 0.09, -0.08], [0.53, -0.33, -0.47], [-0.32, 0.43, -0.58], [-0.10, 0.09, 0.02], [-0.21, 0.13, 0.17], [0.07, -0.80, -0.03], [0.83, -0.52, 1.51], [0.01, -0.25, -0.74], [0.47, -1.30, 1.23], [0.31, 0.89, -0.87], [0.71, -0.37, 0.43], [-0.44, 0.68, 1.07], [0.28, -0.25, 2.02], [0.22, -0.56, -0.36], [-0.99, -0.96, -0.80], [-1.08, 0.65, -0.20], [-0.27, 0.17, 0.21], [0.09, 0.47, -0.04], [-0.54, -0.22, -0.17], [0.45, 0.86, -0.10], [-0.20, -0.15, -0.52], [0.33, -0.15, -0.23], [0.09, 0.48, -0.96], [-0.12, -0.09, -0.08], [0.30, 0.72, -0.16], [-0.29, 0.45, -0.34], [-0.25, 0.29, -0.89]]}


[5]
{"formula": "C12H17N2", "method": "the ωB97M-V functional and the def2-TZVPD basis", "charge": 1, "e_tot_ev": -15690.109, "orbital_gap_ev": 8.086, "homo_energy_ev": -11.360, "relative_energy_kj_mol": 335.9, "elements": ["C", "C", "C", "C", "C", "C", "C", "C", "C", "C", "C", "C", "N", "N", "H", "H", "H", "H", "H", "H", "H", "H", "H", "H", "H", "H", "H", "H", "H", "H", "H"], "positions_angstrom": [[1.13621, -0.64707, -3.28020], [-0.02722, -1.36439, -3.17187], [1.42761, 0.54755, -2.57230], [-1.04544, -0.87255, -2.31763], [0.40629, 1.04485, -1.77045], [-0.81331, 0.33756, -1.64305], [-3.62924, 0.49914, 0.84487], [-2.85505, 0.17284, -0.30744], [0.84471, -0.65886, 1.37170], [1.82759, 1.38373, 2.27408], [2.50794, -1.01540, 2.90218], [-1.74619, 0.84812, -0.64010], [1.69066, -0.07741, 2.16764], [0.00422, -1.18662, 0.78141], [2.01506, -0.99222, -3.81412], [-0.11507, -2.41226, -3.69747], [2.41432, 1.02917, -2.69037], [-1.81584, -1.54177, -1.88406], [0.64365, 1.97456, -1.18413], [-2.93342, 0.80459, 1.68618], [-4.17381, -0.46344, 1.13116], [-3.07349, -0.79130, -0.88205], [1.72374, 1.69660, 3.29695], [2.87201, 1.65453, 2.04293], [1.09667, 1.79476, 1.62543], [3.57434, -0.70064, 2.74402], [2.24030, -0.75113, 3.91248], [2.24173, -1.98790, 2.49253], [-1.41972, 1.90386, -0.31818], [-4.42395, 1.20168, 0.86029], [-0.59529, -1.43059, 0.03956]], "atomic_forces_ev_per_a": [[2.09, 0.96, 0.07], [-1.07, -1.91, -0.21], [-1.17, -0.71, -0.33], [1.43, -0.49, 0.65], [0.81, 0.48, 0.02], [0.52, 0.29, -0.21], [-0.96, -1.89, 3.56], [1.54, -0.37, -2.07], [0.04, 1.18, 0.49], [1.37, -0.77, 0.22], [1.41, 1.36, 0.03], [0.01, 0.99, -0.64], [-1.44, -0.49, -2.04], [0.91, 0.49, 1.27], [-0.46, -0.49, -0.44], [0.08, 2.32, 1.11], [-0.76, -0.29, 0.17], [0.24, 0.49, -1.24], [-0.76, -0.91, -0.55], [-0.95, -0.42, -0.73], [0.76, 1.20, 0.21], [0.07, 1.61, 1.01], [-0.63, -0.01, 0.52], [-0.53, -0.07, -0.52], [-0.39, 0.83, -0.47], [-0.80, -0.84, 0.06], [0.19, -1.10, 0.79], [0.54, -0.27, 0.84], [-0.99, -1.80, 0.30], [-0.61, 1.00, -0.76], [-0.50, -0.39, -1.12]]}


[6]
{"formula": "C12H17N3O3PS3W", "method": "the ωB97M-V functional and the def2-TZVPD basis", "charge": 2, "e_tot_ev": -66939.991, "multiplicity": 2, "orbital_gap_ev": [5.932, 6.186], "homo_energy_ev": [-15.058, -15.237], "relative_energy_kj_mol": 5.4, "elements": ["W", "N", "C", "S", "N", "N", "C", "C", "C", "C", "C", "C", "C", "O", "H", "H", "H", "H", "H", "H", "H", "C", "C", "O", "P", "S", "S", "O", "C", "C", "H", "H", "H", "H", "H", "H", "H", "H", "H", "H"], "positions_angstrom": [[-0.60246, -0.89796, -0.16919], [0.35584, -4.30251, -2.80117], [0.26921, -3.40775, -1.81450], [-1.30714, -2.58319, -1.66052], [1.27897, -3.18398, -1.03412], [0.99163, -2.25796, -0.04941], [1.76597, -2.33699, 0.99971], [1.54059, -1.70572, 2.26974], [2.51957, -1.80263, 3.26928], [2.26853, -1.32138, 4.53540], [1.02476, -0.76612, 4.83592], [0.02536, -0.67607, 3.87636], [0.31015, -1.13410, 2.61709], [-0.63750, -1.05250, 1.61057], [-0.44656, -4.56095, -3.34963], [1.20688, -4.83311, -2.91131], [2.60057, -3.02592, 0.90147], [3.47304, -2.25852, 3.03188], [3.02984, -1.38686, 5.29976], [0.82471, -0.40531, 5.83663], [-0.94960, -0.26481, 4.10043], [-3.26853, 4.22787, 0.31256], [-2.25506, 4.30702, -0.79101], [-1.11335, 3.37741, -0.50369], [-0.89246, 1.92415, -0.88579], [0.73010, 1.14967, 0.04988], [-2.43357, 0.60515, -0.59414], [-0.59844, 1.89796, -2.42488], [-0.09078, 0.70368, -3.05806], [1.33037, 0.88353, -3.50229], [-4.04520, 4.96703, 0.11243], [-2.81838, 4.46138, 1.27596], [-3.74576, 3.24900, 0.36081], [-1.76930, 5.27332, -0.85196], [-2.64879, 4.03704, -1.76896], [-0.77229, 0.46024, -3.86942], [-0.19737, -0.15199, -2.37139], [1.40241, 1.77398, -4.12605], [1.63268, 0.02187, -4.09845], [2.01135, 0.99601, -2.65991]], "atomic_forces_ev_per_a": [[-0.30, 0.97, 0.57], [-0.01, 0.10, 0.05], [0.05, -0.30, -0.13], [0.16, 0.30, 0.22], [-0.12, 0.22, -0.03], [0.25, -0.17, -0.03], [0.06, -0.05, 0.09], [0.15, -0.13, -0.23], [0.08, -0.04, 0.00], [-0.06, 0.04, 0.05], [0.04, 0.00, 0.07], [-0.18, 0.09, 0.15], [-0.04, -0.10, -0.36], [-0.20, -0.48, 0.72], [0.01, 0.01, -0.01], [0.00, 0.00, 0.00], [0.02, 0.01, 0.05], [-0.02, 0.01, 0.01], [-0.01, 0.00, 0.00], [0.01, -0.01, -0.02], [0.03, 0.00, 0.02], [-0.01, -0.01, 0.02], [-0.06, -0.09, -0.11], [-0.06, 0.19, 0.35], [0.06, 0.17, -0.51], [-0.33, -0.70, -0.35], [0.36, -0.34, -0.01], [0.10, 0.11, -0.15], [-0.13, 0.18, -0.42], [0.02, 0.05, -0.08], [0.00, 0.00, 0.01], [0.00, 0.01, -0.01], [-0.01, 0.01, 0.00], [0.06, 0.04, 0.00], [0.00, -0.01, 0.00], [-0.05, 0.11, -0.09], [0.09, -0.20, 0.14], [0.02, -0.02, -0.02], [0.02, 0.01, 0.03], [0.00, 0.00, 0.02]]}